1.
A cluster of 4 separate species, C26H58NO8P in total, computed with ωB97M-V/def2-TZVPD.

The geometry in XYZ format:
```
94
Properties=species:S:1:pos:R:3:forces:R:3
C -1.34557 5.25600 3.50561 -0.3 -0.1 -0.6
C 0.02728 5.14717 2.84251 -0.1 0.0 1.5
O 0.00056 5.08911 1.41161 -1.1 0.6 -0.8
P 0.11453 6.54549 0.70824 1.5 0.9 0.7
O 1.39343 7.12187 1.08040 1.1 0.8 0.3
C 0.09583 6.39324 -1.12400 -0.8 -1.8 0.3
C 0.02582 4.89257 -1.51496 -0.1 0.3 0.2
O 1.34719 4.29621 -1.40556 -0.9 -0.2 0.2
C 1.70265 3.83719 -2.62107 -0.6 -0.8 2.5
O 2.21025 4.51155 -3.41616 1.7 2.1 -3.0
O 1.42391 2.55664 -2.77516 -0.4 -0.7 -0.1
C 1.72946 2.06923 -4.08116 -0.4 -0.8 -0.1
O 0.96359 0.89063 -4.23599 -0.1 0.8 -0.1
N 1.83524 -0.24546 -4.35472 0.4 -0.5 0.2
O 1.97613 -0.75548 -3.32829 0.1 -0.4 0.0
O -1.03821 7.52438 1.30970 -0.2 -1.2 -1.4
C -2.33329 7.44271 0.68178 -0.8 -0.1 0.8
C -2.81665 6.02847 0.35592 -0.6 0.4 -0.6
H -1.78446 6.25036 3.43329 0.2 0.1 0.0
H -2.04946 4.57130 3.02414 0.1 -0.1 0.2
H -1.28109 4.99021 4.56025 0.1 0.0 0.0
H 0.50174 4.24304 3.22115 0.1 -0.2 -0.5
H 0.64199 5.97017 3.21344 0.2 0.1 -0.4
H -0.70961 6.94182 -1.61182 -0.1 0.0 0.2
H 1.04907 6.73858 -1.51275 0.1 0.4 0.4
H -0.33181 4.78877 -2.54115 0.0 0.0 0.0
H -0.62929 4.31846 -0.86085 0.0 0.1 -0.1
H 1.42366 2.74977 -4.86879 0.1 0.4 0.2
H 2.79833 1.85630 -4.11443 0.0 0.0 -0.2
H -2.39545 8.10821 -0.18310 0.3 -0.2 -0.1
H -3.04094 7.85892 1.40138 0.2 0.1 0.1
H -2.54639 5.73356 -0.65930 0.2 -0.2 0.1
H -3.90982 6.06147 0.34944 0.0 0.0 0.0
H -2.53136 5.27316 1.07924 0.2 0.1 0.0
C 2.00073 -1.35578 -0.03595 -0.1 0.0 0.0
C 0.84019 -2.30825 0.23413 0.1 0.1 0.1
C 0.98344 -3.08211 1.54414 -0.1 -0.1 0.0
C 2.19971 -4.00682 1.61961 0.1 0.1 0.0
C 2.27947 -5.06287 0.51801 0.0 -0.1 0.1
C 1.11322 -6.04501 0.54086 0.1 0.0 -0.2
H 2.94774 -1.88935 -0.13525 0.0 0.0 0.0
H 1.83113 -0.80949 -0.96081 0.0 0.1 0.1
H 2.09975 -0.62600 0.77090 0.0 0.0 0.0
H 0.72974 -2.99976 -0.60613 0.0 0.0 0.0
H -0.08583 -1.72805 0.27600 0.0 0.0 0.0
H 0.07205 -3.66381 1.71206 0.0 0.0 0.0
H 1.03915 -2.36942 2.37335 0.0 0.0 0.0
H 2.19195 -4.50880 2.59330 0.0 0.0 0.0
H 3.11478 -3.40736 1.59964 0.0 0.0 0.0
H 3.20969 -5.62492 0.64483 0.0 0.0 0.0
H 2.34083 -4.58827 -0.46510 0.0 0.0 0.0
H 1.06102 -6.56468 1.50016 0.0 0.0 0.0
H 1.23561 -6.79495 -0.24282 -0.1 0.0 0.0
H 0.15907 -5.54388 0.36977 0.0 0.0 0.0
C 5.43419 -6.33583 2.73325 0.1 0.0 -0.1
C 5.18411 -7.64089 1.98518 -0.1 0.1 0.0
C 3.90790 -8.35573 2.42871 0.0 -0.1 -0.1
C 3.88556 -8.80193 3.89188 0.0 0.1 0.0
C 5.02681 -9.73132 4.30235 -0.1 -0.1 0.0
C 5.02561 -11.05851 3.54990 0.1 0.0 0.0
H 5.57051 -6.50141 3.80300 0.0 0.0 0.0
H 6.33699 -5.85200 2.35606 0.0 0.1 0.0
H 4.60024 -5.64359 2.59575 0.0 0.0 0.1
H 6.04911 -8.30047 2.09682 0.0 0.0 0.0
H 5.10309 -7.42147 0.91657 0.0 0.0 0.0
H 3.74794 -9.22297 1.78113 0.0 0.0 0.0
H 3.05243 -7.69397 2.25768 0.0 0.0 0.0
H 2.93170 -9.30345 4.08505 0.0 0.0 0.0
H 3.89700 -7.92150 4.54112 0.0 0.0 0.0
H 4.93535 -9.93731 5.37238 0.0 0.0 0.0
H 5.99131 -9.23398 4.16815 0.0 0.0 0.0
H 4.08661 -11.59365 3.70642 0.0 0.0 0.0
H 5.83831 -11.69657 3.90123 0.0 0.0 0.0
H 5.16294 -10.91446 2.47699 0.0 0.0 0.0
C -8.26163 4.84694 -2.80240 0.1 0.1 0.1
C -6.83478 5.37247 -2.92429 -0.1 0.0 -0.1
C -6.07172 4.78271 -4.11000 0.1 0.0 0.0
C -5.86683 3.26720 -4.05958 -0.1 0.0 0.0
C -5.13959 2.75529 -2.81739 0.1 0.0 -0.1
C -3.71736 3.28971 -2.68858 0.0 0.0 0.2
H -8.28341 3.76934 -2.63381 0.0 0.0 0.0
H -8.77113 5.32163 -1.96213 0.0 0.0 0.0
H -8.83404 5.06488 -3.70646 0.0 0.0 0.0
H -6.29354 5.18507 -1.99215 0.0 0.0 0.0
H -6.87106 6.45890 -3.04339 0.0 0.0 0.0
H -5.09984 5.27984 -4.18619 0.0 0.0 0.0
H -6.60533 5.02877 -5.03350 0.0 0.0 0.0
H -5.30617 2.96489 -4.94988 0.0 0.0 0.0
H -6.83593 2.76568 -4.13243 0.0 0.0 0.0
H -5.09849 1.66403 -2.86682 0.0 0.0 0.0
H -5.70652 2.99921 -1.91478 0.0 0.0 0.0
H -3.11566 3.02085 -3.55968 0.0 0.0 0.0
H -3.23477 2.87050 -1.80300 0.1 0.0 0.0
H -3.70061 4.37702 -2.58269 0.0 0.0 0.0
```
Positions in Å, forces in eV/Å.

Output
Frontier orbital gap (eV): 9.5
E_HOMO (eV): -10.11
Structure (SMILES): CCOP(=O)(CCOC(=O)OCON=O)OCC.CCCCCC.CCCCCC.CCCCCC
LUMO (eV): -0.64

---

2.
A structure of composition C26H59GeIrO4PSSi3, computed with ωB97M-V/def2-TZVPD.

The geometry in XYZ format:
```
96
Properties=species:S:1:pos:R:3:forces:R:3
Ir 0.73736 -1.50247 0.09292 0.0 -1.3 -0.7
C 1.28639 -3.78424 0.11731 -0.4 0.0 0.3
C 1.32333 -3.09725 1.39194 0.2 0.0 0.4
C 2.33702 -2.07831 1.33687 -0.1 0.2 0.3
C 2.79456 -2.05204 -0.02619 0.3 0.1 -0.1
C 2.18110 -3.15217 -0.74167 0.3 0.2 -0.2
C 2.54430 -3.55434 -2.12640 -0.1 0.0 0.0
C 3.92899 -1.24103 -0.54140 0.0 0.0 0.0
C 2.95563 -1.39691 2.50690 0.0 -0.1 0.1
C 0.70563 -3.60997 2.64110 0.0 0.0 0.0
C 0.49484 -5.02429 -0.11006 0.0 0.0 0.0
H 2.23258 -2.80839 -2.85459 0.0 0.0 0.0
H 2.08720 -4.50175 -2.39981 0.0 0.0 0.0
H 3.62735 -3.67149 -2.19603 0.0 0.0 0.0
H 4.85613 -1.78440 -0.33426 0.0 0.0 0.0
H 3.99592 -0.27161 -0.05249 0.0 0.0 0.0
H 3.86884 -1.09391 -1.61761 0.0 0.0 0.0
H 3.71148 -2.05505 2.94328 0.0 0.0 0.0
H 2.22432 -1.18062 3.28517 0.0 0.0 0.0
H 3.45643 -0.47978 2.21788 0.0 0.0 0.0
H 1.37678 -4.36279 3.06542 0.0 0.0 0.0
H -0.24925 -4.09787 2.45896 0.0 0.0 0.0
H 0.58203 -2.82697 3.38326 0.0 0.0 0.0
H 0.45822 -5.31845 -1.15484 0.0 0.0 0.0
H -0.52326 -4.93296 0.26797 0.0 0.0 0.0
H 0.97189 -5.83332 0.45088 0.0 0.0 0.0
O -1.13126 1.10846 -0.50809 0.3 0.4 0.4
S -2.38658 1.52105 -1.30530 -0.3 -0.1 -0.1
C -3.20887 2.89974 -0.45159 0.0 0.1 -0.1
C -3.48018 3.95420 -1.52205 0.0 0.0 0.0
C -2.20009 4.03573 -2.34593 0.0 0.0 -0.1
C -1.82869 2.59271 -2.67302 0.1 -0.1 -0.1
H -2.48187 3.25451 0.28122 0.0 0.0 0.0
H -4.10032 2.52944 0.04805 0.0 0.0 0.0
H -3.74860 4.90158 -1.05622 0.0 0.0 0.0
H -4.32150 3.65329 -2.14925 0.0 0.0 0.0
H -1.40786 4.52140 -1.77688 0.0 0.0 0.0
H -2.33879 4.60506 -3.26359 0.0 0.0 0.0
H -0.77128 2.38695 -2.83393 -0.1 0.0 0.0
H -2.37930 2.21849 -3.53821 0.0 0.0 0.0
C -1.46468 3.63091 2.78611 0.0 0.1 0.2
Si -0.21927 2.40893 3.36673 0.1 -0.4 -0.4
C 1.52110 2.98814 3.57687 0.0 0.0 0.1
C -0.68729 1.29184 4.75582 0.0 0.2 0.1
Ge -0.04259 0.57850 1.18131 -0.3 0.2 -0.4
Si 1.68639 2.14902 0.14153 0.1 0.0 -0.1
C 3.33955 2.18524 1.00949 0.0 0.1 -0.1
C 0.88594 3.82872 0.04363 0.0 0.0 0.0
C 1.88003 1.47010 -1.58618 0.0 0.1 0.0
Si -2.13213 -0.59475 2.07586 -0.1 -0.1 0.0
C -3.44309 0.68747 2.41554 0.1 0.0 0.0
C -1.90345 -1.65313 3.58908 0.0 0.0 0.0
C -2.63860 -1.63278 0.59787 0.0 0.0 0.1
H -1.59936 4.32125 3.63082 0.0 0.0 0.0
H -2.43933 3.19642 2.58263 0.0 0.0 0.0
H -1.12161 4.22574 1.94261 0.0 0.0 0.0
H 1.62530 3.21974 4.64321 0.0 0.1 0.0
H 1.75876 3.88938 3.01577 0.0 0.0 0.0
H 2.25906 2.21734 3.35867 0.0 0.0 0.1
H -0.59585 1.91534 5.65534 0.0 0.0 0.0
H 0.01944 0.47189 4.87950 0.0 0.0 0.0
H -1.70191 0.90659 4.73102 0.0 0.0 0.0
H 3.48827 3.13595 1.52083 0.0 0.0 0.0
H 4.11496 2.11776 0.24211 0.0 0.0 0.0
H 3.51971 1.39287 1.72939 0.0 0.0 0.0
H 1.08738 4.46042 0.90735 0.0 0.0 0.0
H -0.19046 3.76044 -0.10774 0.0 0.0 0.0
H 1.30620 4.33660 -0.83072 0.0 0.0 0.0
H 2.04640 0.39357 -1.62562 0.0 0.0 0.0
H 2.75182 1.96517 -2.02914 0.0 0.0 0.0
H 1.01471 1.69207 -2.20318 0.0 0.0 0.0
H -3.43288 1.02342 3.45235 0.0 0.0 0.0
H -4.40923 0.19933 2.25136 0.0 0.0 0.0
H -3.40524 1.56042 1.77138 0.0 -0.1 0.0
H -1.19614 -1.29678 4.33368 0.0 0.0 0.0
H -1.65975 -2.67834 3.33484 0.0 -0.1 0.0
H -2.88712 -1.67549 4.07029 0.0 0.0 0.0
H -3.33601 -1.10710 -0.05506 0.0 0.1 0.0
H -3.15412 -2.51683 0.98674 -0.1 0.0 0.0
H -1.82269 -1.98575 -0.03442 0.0 0.0 0.1
C -1.90602 -0.83192 -5.39201 0.0 0.0 0.0
O -1.73653 -1.07982 -3.97979 -0.1 0.0 0.0
P -0.37455 -0.76677 -3.19192 0.1 0.1 -0.2
O -0.59198 -1.88925 -1.99158 0.1 0.4 0.4
C -1.14014 -3.19776 -2.30282 0.0 -0.2 0.0
O 0.73014 -1.55658 -4.07560 -0.1 0.0 0.0
C 1.73774 -0.81323 -4.79479 0.0 0.0 0.0
H -2.62006 -1.56313 -5.75862 0.0 0.0 0.0
H -0.96666 -0.95717 -5.92700 0.0 0.0 0.0
H -2.29957 0.17155 -5.54485 0.0 0.0 0.0
H -0.37660 -3.81311 -2.77805 0.0 0.1 0.0
H -1.99167 -3.09189 -2.96599 0.0 0.0 0.0
H -1.46315 -3.63920 -1.36432 0.0 0.0 -0.1
H 1.28998 -0.14267 -5.52653 0.0 0.0 0.0
H 2.35058 -1.54175 -5.31799 0.0 0.0 0.0
H 2.35563 -0.23720 -4.10550 0.0 0.0 0.0
```
Positions in Å, forces in eV/Å.

Output
Frontier orbital gap (eV): 7.2
E_HOMO (eV): -16.51
LUMO (eV): -9.30
Energy above the lowest of the compared OMol25 structures with the same formula, charge and spin (kJ/mol): 197.1
Net charge: +3

---

- Number 1 is which compound?
  C26H58NO8P